1.
The following is a quantum chemistry calculation of 6 unconnected molecules or ions with the total composition C12H38NO10 at a distorted geometry, from the Open Molecules 2025 dataset.

The geometry in XYZ format:
```
61
C12H38NO10 ωB97M-V/def2-TZVPD
O 6.03544 -11.02916 -12.02526
H 5.65327 -10.13368 -11.75895
H 6.58589 -11.43405 -11.30725
H 5.32982 -11.68912 -12.28306
C 4.54926 -6.63509 -12.95563
C 5.27008 -7.90840 -12.51627
C 6.55197 -7.55048 -11.79454
O 7.21014 -8.71651 -11.37100
C 8.57637 -8.52141 -11.02401
N 4.40384 -8.82469 -11.71696
H 5.06618 -6.09754 -13.74880
H 4.51427 -5.92603 -12.11677
H 3.50461 -6.80312 -13.21867
H 5.54701 -8.42560 -13.44342
H 6.43078 -6.79642 -11.00276
H 7.13191 -6.99510 -12.55095
H 8.98536 -7.59898 -11.43528
H 9.13067 -9.37624 -11.41150
H 8.70251 -8.49456 -9.93861
H 4.07437 -8.24395 -10.94040
H 3.53148 -8.87323 -12.24739
C 4.30024 -11.96089 -8.78545
C 4.35962 -13.44932 -8.91818
O 3.66062 -13.89511 -10.08433
O 3.08317 -11.59081 -8.20840
H 4.44428 -11.47561 -9.76507
H 5.19370 -11.61325 -8.24505
H 4.03669 -13.92583 -7.99336
H 5.40808 -13.72341 -9.08005
H 3.02379 -14.57621 -9.85254
H 2.92786 -10.64429 -8.21654
C 3.01452 -11.84373 -13.60118
C 3.77906 -11.09351 -14.64727
O 4.34033 -11.88682 -15.68069
O 3.89192 -12.45316 -12.63389
H 2.35362 -12.61072 -14.00845
H 2.37960 -11.12118 -13.07382
H 4.45114 -10.36406 -14.17619
H 3.06106 -10.49884 -15.22011
H 4.83402 -12.61019 -15.27846
H 3.40301 -12.71604 -11.84007
C 8.62712 -9.69175 -16.24077
C 8.84066 -10.79872 -15.22586
O 7.60937 -10.99171 -14.51764
O 8.18247 -8.49976 -15.58770
H 7.82042 -10.01471 -16.91025
H 9.50389 -9.48793 -16.85051
H 9.63922 -10.58270 -14.51622
H 9.09453 -11.67869 -15.82704
H 7.33043 -11.89820 -14.65897
H 7.66314 -8.80832 -14.83666
C 8.15471 -14.50721 -9.85283
C 7.83557 -13.37698 -10.85163
O 7.63856 -12.12807 -10.15648
O 9.53495 -14.58465 -9.55579
H 7.85269 -15.45550 -10.31244
H 7.57730 -14.28345 -8.95909
H 6.99891 -13.69013 -11.47702
H 8.71102 -13.25318 -11.49970
H 8.47866 -11.96870 -9.70996
H 10.01554 -14.80734 -10.35843
```

Output
- LUMO (eV) = -2.26
- charge = +1
- gap between HOMO and LUMO (eV) = 10.2
- spin multiplicity = 1
- energy above the lowest of the compared OMol25 structures with the same formula, charge and spin (kJ/mol) = 64.24
- energy (eV) = -35016.744



2.
The following is a quantum chemistry calculation of 6 unconnected molecules or ions with the total composition C12H39N3O6 at a distorted geometry, from the Open Molecules 2025 dataset.

The geometry in XYZ format:
```
60
C12H39N3O6 ωB97M-V/def2-TZVPD
C 11.84656 10.24442 -18.67837
O 10.61340 10.08753 -17.97060
C 10.71102 9.88821 -16.59462
C 11.41054 11.08119 -15.91473
C 11.76792 10.77882 -14.47584
N 10.56536 12.22690 -15.92233
H 11.46390 10.11948 -19.69132
H 12.51504 9.39661 -18.52849
H 12.28515 11.21800 -18.45959
H 9.76519 9.70002 -16.08658
H 11.23997 8.93886 -16.51068
H 12.36865 11.32366 -16.37445
H 12.57255 10.06660 -14.29303
H 10.88282 10.37069 -13.98786
H 12.08940 11.71204 -14.01338
H 10.09440 12.14228 -16.81179
H 9.76017 12.19891 -15.31325
C 8.76908 7.18566 -22.38465
O 9.60502 6.09215 -22.74593
C 9.82094 5.18372 -21.61743
C 10.99760 5.62018 -20.75862
C 12.19214 5.70400 -21.52443
N 11.13469 4.61414 -19.68882
H 8.40121 7.14827 -21.35928
H 7.90447 7.25125 -23.04514
H 9.28794 8.10893 -22.64244
H 8.93620 5.00956 -21.00505
H 10.06079 4.20165 -22.02500
H 10.84066 6.56963 -20.24674
H 13.04124 6.02077 -20.91880
H 11.98790 6.53519 -22.19934
H 12.34531 4.72101 -21.96981
H 10.26847 4.72072 -19.18049
H 11.06037 3.71751 -20.14777
C 7.37434 17.24109 -24.49401
O 8.36402 16.33173 -24.96297
C 9.46881 15.98984 -24.17113
C 9.13825 14.87423 -23.18015
C 10.39724 14.14992 -22.64835
N 8.21251 13.86802 -23.73453
H 7.88162 18.15175 -24.17549
H 6.64977 17.02980 -23.70759
H 6.81918 17.55965 -25.37629
H 10.19472 15.54079 -24.84901
H 10.02925 16.88153 -23.89023
H 8.64418 15.32947 -22.32181
H 11.26619 14.80168 -22.55761
H 10.66803 13.40994 -23.40149
H 10.17249 13.52038 -21.78739
H 8.79590 13.32944 -24.35878
H 7.70617 14.33100 -24.47573
O 3.86487 13.98897 -19.30711
H 3.95481 14.29026 -20.21119
H 4.52800 13.30486 -19.21503
O 6.98017 12.17316 -20.48597
H 7.17279 12.48695 -21.36952
H 7.35474 11.29277 -20.45698
O 7.06801 16.25772 -17.53889
H 7.85461 16.68560 -17.87714
H 6.88244 15.56276 -18.17041
```

Output
- SMILES = COC[C@H](C)N.COC[C@H](C)N.COC[C@H](C)N.O.O.O
- LUMO (eV) = 0.20
- gap between HOMO and LUMO (eV) = 9.4
- spin multiplicity = 1
- energy above the lowest of the compared OMol25 structures with the same formula, charge and spin (kJ/mol) = 216.08
- energy (eV) = -29828.467



Q: Number 1 is which compound?
A: C12H38NO10